a:
Below is a cluster of 2 separate species, C3H5OS in total, with properties calculated with wB97M-V/def2-TZVPD.

Each line ends with the Mulliken charge.
Geometry (Å):
C  -1.56565  -2.10539  -1.06024  0.21
C  -0.64345  0.69209  0.33345  -0.47
C  0.20687  -0.33604  -0.30190  -1.01
O  -2.01667  -1.69683  -2.04457  -0.31
S  -1.55109  -3.34118  -0.09626  -0.45
H  -1.14200  0.18516  1.18099  0.16
H  0.11441  1.49251  0.88262  0.17
H  -1.43868  1.14771  -0.34043  0.21
H  0.82560  -0.77842  0.37945  0.29
H  0.78648  -0.12681  -1.24478  0.20

Computed properties:
Gap between HOMO and LUMO: 5.35 eV
Net charge: -1

b:
Below is the ion C3H5OS with charge -1, with properties calculated with wB97M-V/def2-TZVPD.

Each line ends with the Mulliken charge.
Geometry (Å):
O  2.02803  -1.60932  -0.22254  -0.41
C  1.19063  -0.83274  -0.46805  0.11
C  0.46639  0.27760  0.22668  -0.34
C  -1.05846  0.40927  0.22973  -0.68
S  -1.93344  -0.16182  1.77995  -0.67
H  0.71987  -0.95682  -1.61083  0.15
H  0.67120  1.23710  -0.38842  0.19
H  0.81965  0.36252  1.24318  0.26
H  -1.43232  -0.16252  -0.71015  0.18
H  -1.47155  1.43674  -0.07954  0.22

Computed properties:
Structure (SMILES): O=CCC[S-]
Gap between HOMO and LUMO: 6.43 eV
Net charge: -1

Which one sits at the top of the stability order? b does.

a:
Below is an isolated molecule of C19H24N4O3, with properties calculated with wB97M-V/def2-TZVPD.

Each line ends with the Mulliken charge.
Geometry (Å):
C  -0.22273  -6.22865  -1.19004  -1.29
C  0.24807  -4.86639  -1.62684  -0.28
C  -0.42335  -3.74334  -0.88505  -0.64
N  -0.06931  -2.36289  -1.35564  0.15
C  -0.16403  -1.78515  -2.59832  0.33
O  -0.45263  -2.35791  -3.71070  -0.73
N  0.13908  -0.41548  -2.54760  0.20
C  -0.11438  0.65842  -3.59097  0.14
C  0.95480  0.64774  -4.73521  -1.30
C  -1.58319  0.61254  -4.10066  -1.44
C  0.44329  -0.17956  -1.13825  0.48
C  0.56188  1.02650  -0.53556  -0.43
C  0.83923  1.03973  0.77938  0.44
C  1.12037  2.29794  1.43514  -0.09
O  2.14010  2.86115  1.08449  -0.80
C  0.47192  2.76009  2.62817  0.53
C  -0.86061  2.43205  3.23772  0.21
C  -1.89903  1.50773  2.63580  -0.94
N  -1.07310  3.17851  4.23311  -0.93
N  0.10179  3.76449  4.51267  0.52
C  0.05236  4.72539  5.66053  -0.84
C  0.99646  3.53501  3.59945  -0.02
O  2.26839  3.92385  3.49445  -0.62
C  0.81925  -0.15366  1.54945  -0.75
C  0.54057  -1.35904  0.96764  -0.89
C  0.26242  -1.33960  -0.37978  1.17
H  0.43631  -7.03776  -1.57936  0.34
H  -1.19682  -6.52483  -1.63627  0.31
H  -0.21777  -6.28740  -0.10910  0.35
H  1.26747  -4.77537  -1.51217  0.43
H  0.00842  -4.78564  -2.71806  0.22
H  -0.05811  -3.86368  0.17478  0.16
H  -1.46304  -3.87181  -0.96731  0.33
H  -0.03993  1.57337  -3.04381  0.32
H  1.99216  0.64954  -4.27416  0.30
H  0.76783  1.53817  -5.36919  0.39
H  0.83407  -0.30155  -5.17816  0.35
H  -1.66985  1.41672  -4.79763  0.47
H  -1.70042  -0.30466  -4.63357  0.33
H  -2.25547  0.65770  -3.19212  0.30
H  0.35613  1.93700  -1.07803  0.48
H  -2.12036  0.75149  3.32311  0.37
H  -2.88934  2.04257  2.42675  0.30
H  -1.45054  0.89758  1.77716  0.09
H  -0.62490  4.45166  6.46963  0.28
H  -0.27377  5.70356  5.35714  0.30
H  1.06933  4.71751  6.06554  0.34
H  2.65763  3.49882  2.72980  0.38
H  0.93758  -0.07490  2.64380  0.42
H  0.53578  -2.18754  1.69782  0.26

Computed properties:
Structure (SMILES): CCCn1c(=O)n(C(C)C)c2cc(C(=O)c3c(C)nn(C)c3O)ccc21
Gap between HOMO and LUMO: 8.80 eV
Net charge: 0

b:
Below is an isolated molecule of C19H24N4O3, with properties calculated with wB97M-V/def2-TZVPD.

Each line ends with the Mulliken charge.
Geometry (Å):
C  -3.49784  -2.88295  2.52071  -1.19
C  -2.17875  -2.27264  2.65351  0.22
C  -1.10061  -1.75357  2.73249  -0.06
C  0.17809  -1.04713  2.72092  -0.62
C  0.11158  0.19820  1.81927  0.45
N  -0.41878  -0.10242  0.50404  -0.16
C  -1.77249  -0.01522  0.28837  -0.37
O  -2.51504  0.71425  0.92307  -0.75
C  -2.26366  -0.86036  -0.81003  1.06
N  -1.46506  -1.71044  -1.52003  -0.55
C  -2.23639  -2.32413  -2.37604  -0.45
N  -3.53685  -1.90968  -2.25809  0.08
C  -4.66803  -2.29310  -2.94444  -0.30
C  -5.85034  -1.73318  -2.62262  -0.53
C  -5.92987  -0.75220  -1.58199  -0.44
C  -4.81884  -0.37048  -0.90646  -0.57
C  -3.57204  -0.96081  -1.24488  0.58
C  1.47306  0.88658  1.76710  -0.29
O  2.22352  0.86524  2.72992  -0.72
N  1.75218  1.53558  0.61927  -0.11
C  3.01230  2.22907  0.41507  -0.20
C  2.75946  3.41533  -0.49489  -1.03
O  2.28410  2.91375  -1.74205  -0.53
C  4.08083  1.26802  -0.10838  -0.72
C  5.46562  1.88866  -0.24312  -0.25
C  6.52092  0.85147  -0.60731  -1.36
H  -4.17926  -2.19332  2.01931  0.26
H  -3.44560  -3.79942  1.93207  0.30
H  -3.91955  -3.12810  3.49554  0.34
H  0.47422  -0.73539  3.72135  0.36
H  0.96773  -1.71274  2.35960  0.32
H  -0.58459  0.91210  2.26580  0.35
H  0.01428  -0.86986  0.00427  0.36
H  -1.93417  -3.06563  -3.09708  0.40
H  -4.53236  -3.03745  -3.71490  0.36
H  -6.73706  -2.03462  -3.16055  0.38
H  -6.88951  -0.31659  -1.34048  0.43
H  -4.83105  0.36524  -0.11616  0.49
H  1.11806  1.44304  -0.15897  0.43
H  3.32781  2.60896  1.38973  0.49
H  2.01241  4.06660  -0.03113  0.44
H  3.68297  3.98515  -0.62951  0.48
H  1.97587  3.64797  -2.27939  0.31
H  4.12802  0.42998  0.59233  0.42
H  3.75563  0.86770  -1.07252  0.25
H  5.45224  2.67081  -1.00690  0.27
H  5.73850  2.37554  0.69884  0.31
H  7.50825  1.30264  -0.71127  0.39
H  6.58501  0.07667  0.15892  0.33
H  6.27505  0.36290  -1.55232  0.33

Computed properties:
Structure (SMILES): CC#CC[C@H](NC(=O)c1ncn2ccccc12)C(=O)N[C@H](CO)CCC
Gap between HOMO and LUMO: 8.52 eV
Net charge: 0

Which one sits at the top of the stability order? b does.

a:
Below is an isolated molecule of C19H24N4O3, with properties calculated with wB97M-V/def2-TZVPD.

Each line ends with the Mulliken charge.
Geometry (Å):
O  1.36056  -5.43993  -1.44577  -0.64
C  1.20749  -5.09931  -0.29373  0.03
N  1.92280  -4.01364  0.23147  -0.11
C  2.63234  -3.06697  -0.61720  -1.78
C  1.80328  -1.81746  -0.68512  1.02
C  0.82854  -1.66626  -1.69881  -0.22
C  0.05660  -0.53341  -1.76259  -0.92
C  0.20475  0.52018  -0.85177  0.27
C  -0.59118  1.73282  -0.92007  0.38
N  -1.33081  2.04751  -1.94194  -0.46
O  -1.76035  3.33946  -1.61556  -0.19
C  -1.20102  3.68166  -0.38868  0.52
C  -1.55147  4.95056  0.35310  -0.46
C  -0.35269  5.76687  0.82617  -0.87
C  0.38424  6.44300  -0.37419  -0.06
C  0.74026  7.92207  -0.21997  -0.65
C  -0.35736  7.53114  -1.19406  -0.56
N  -0.50339  2.69602  0.07644  -0.44
C  1.11109  0.31619  0.22138  -0.60
C  1.93849  -0.83156  0.26070  -0.51
C  0.06650  -5.65949  0.60832  0.34
N  0.17620  -5.28662  2.04097  -0.52
C  -1.12679  -4.76848  2.45139  -0.75
C  -1.63037  -4.11401  1.18415  -0.64
C  -1.21990  -5.04788  0.09251  0.13
O  -2.21624  -6.05937  -0.11358  -0.62
H  1.62176  -3.73459  1.15380  0.34
H  2.81343  -3.45767  -1.60996  0.45
H  3.56517  -2.85397  -0.16181  0.50
H  0.64445  -2.40008  -2.47406  0.43
H  -0.68679  -0.47973  -2.55281  0.41
H  -2.21386  4.71892  1.19285  0.37
H  -2.11195  5.63262  -0.33220  0.22
H  0.31454  5.12321  1.37257  0.43
H  -0.74697  6.53672  1.54286  0.26
H  1.04647  5.78915  -0.91264  0.42
H  0.34207  8.45584  0.63129  0.26
H  1.68817  8.22725  -0.72240  0.26
H  -0.13017  7.62992  -2.26314  0.26
H  -1.40611  7.78575  -0.94726  0.25
H  1.22733  1.06356  0.99446  0.47
H  2.69974  -0.95454  1.01203  0.42
H  0.02255  -6.74171  0.50749  0.46
H  0.46868  -6.04644  2.69067  0.26
H  -1.84213  -5.53148  2.75840  0.33
H  -1.09307  -4.03050  3.26500  0.39
H  -1.10931  -3.19158  1.09668  0.16
H  -2.71679  -3.88662  1.20720  0.43
H  -1.11954  -4.51457  -0.89098  0.15
H  -1.86922  -6.68255  -0.78159  0.37

Computed properties:
Structure (SMILES): O=C(NCc1ccc(-c2noc(CCC3CC3)n2)cc1)[C@H]1NCC[C@@H]1O
Gap between HOMO and LUMO: 9.42 eV
Net charge: 0

b:
Below is an isolated molecule of C19H24N4O3, with properties calculated with wB97M-V/def2-TZVPD.

Each line ends with the Mulliken charge.
Geometry (Å):
H  3.19556  3.03550  4.61905  0.25
N  3.67319  3.85369  4.27394  -0.81
C  3.16069  4.19843  3.18820  0.40
N  3.48894  5.25757  2.38237  -0.07
C  2.67330  5.28355  1.28469  -0.37
C  1.87568  4.22520  1.43616  0.37
C  0.79862  3.83049  0.53661  0.32
O  0.35852  4.63487  -0.28852  -0.70
N  0.28949  2.57439  0.63776  0.19
C  0.99838  1.41920  1.21345  -0.67
C  0.43949  0.22931  0.41524  0.46
C  1.31630  -0.09313  -0.82230  -1.56
C  -1.00458  0.66865  0.12735  -0.18
N  -1.60495  -0.10513  -0.95699  0.09
C  -2.92073  -0.18513  -1.17744  0.68
O  -3.73612  0.44272  -0.51081  -0.67
C  -3.40325  -1.08314  -2.32383  -0.75
C  -2.92306  -2.57009  -2.40815  -1.15
C  -1.97454  -3.08675  -1.32902  0.39
C  -2.44217  -3.31498  -0.03122  -0.34
C  -1.56955  -3.75951  0.96174  -0.81
C  -0.22669  -3.98703  0.66074  -0.66
C  0.24715  -3.77680  -0.63637  0.99
C  1.70986  -4.01395  -0.95936  -1.71
C  -0.62883  -3.32587  -1.62764  -0.17
C  -0.84284  2.15202  -0.20087  -1.20
O  2.12623  3.54983  2.57618  -0.34
H  4.18471  5.96225  2.55434  0.17
H  2.74044  6.05114  0.52229  0.47
H  2.08643  1.43913  1.12165  0.40
H  0.68323  1.26650  2.24769  0.23
H  0.40711  -0.66140  1.04627  0.43
H  1.36966  0.75263  -1.50931  0.30
H  2.33681  -0.33870  -0.52634  0.40
H  0.93502  -0.94779  -1.37896  0.32
H  -1.56159  0.57848  1.06744  0.28
H  -1.01641  -0.77072  -1.42904  0.04
H  -3.15548  -0.56362  -3.24873  0.35
H  -4.49369  -1.07217  -2.29806  0.26
H  -2.47746  -2.75082  -3.38770  0.33
H  -3.79730  -3.22369  -2.39251  0.46
H  -3.47842  -3.12802  0.21427  0.46
H  -1.93510  -3.92438  1.96509  0.41
H  0.44120  -4.33178  1.43711  0.44
H  2.04228  -3.37789  -1.78044  0.35
H  2.33973  -3.77197  -0.10251  0.38
H  1.87695  -5.05677  -1.23012  0.41
H  -0.26103  -3.16005  -2.62984  0.32
H  -0.57761  2.25706  -1.25415  0.37
H  -1.76358  2.71867  -0.04941  0.43

Computed properties:
Structure (SMILES): [H]/N=c1/[nH]cc(C(=O)N2C[C@H](C)[C@H](NC(=O)CCc3cccc(C)c3)C2)o1
Gap between HOMO and LUMO: 8.71 eV
Net charge: 0

Which one sits at the top of the stability order? b does.

a:
Below is an isolated molecule of CH5NO2S, with properties calculated with wB97M-V/def2-TZVPD.

Each line ends with the Mulliken charge.
Geometry (Å):
C  0.53467  -0.52957  1.05769  -0.67
S  -0.79571  -0.03988  0.26965  0.85
N  -0.49166  1.03965  -1.04527  -0.56
O  -1.83113  0.59744  1.00451  -0.52
O  -1.51602  -1.24423  -0.67073  -0.50
H  1.08664  -1.38613  0.50383  0.24
H  1.17481  0.33365  0.85661  0.24
H  -1.30927  1.18788  -1.63719  0.27
H  -0.13015  1.97979  -0.68057  0.28
H  -0.85939  -1.88317  -1.10279  0.35

Computed properties:
Structure (SMILES): C=[S@](N)(=O)O
Gap between HOMO and LUMO: 9.41 eV
Net charge: 0

b:
Below is an isolated molecule of CH5NO2S, with properties calculated with wB97M-V/def2-TZVPD.

Each line ends with the Mulliken charge.
Geometry (Å):
C  -0.89841  1.21735  0.51084  -0.59
O  -0.68512  0.21745  -0.48217  -0.29
S  0.51931  -0.79338  -0.23222  0.81
N  0.64575  -1.93912  -1.21055  -0.60
O  1.74072  0.01409  0.20198  -0.58
H  -0.18758  1.99259  0.16405  0.26
H  -0.60962  0.85813  1.46180  0.31
H  -1.92356  1.66504  0.62366  0.25
H  -0.02373  -1.30045  0.82056  0.15
H  1.42224  -1.93170  -1.85796  0.27

Computed properties:
Structure (SMILES): CO[S@@H](=N)=O
Gap between HOMO and LUMO: 11.13 eV
Net charge: 0

Which one sits at the top of the stability order? b does.

a:
Below is a cluster of 2 separate species, CH5NO2S in total, with properties calculated with wB97M-V/def2-TZVPD.

Each line ends with the Mulliken charge.
Geometry (Å):
C  -1.47598  -0.19641  0.60176  -0.25
N  -1.58792  0.90251  0.00727  -0.48
H  -1.74715  -1.20185  0.32848  0.27
H  -0.77070  0.00591  1.44047  0.28
H  -2.30882  1.03077  -0.67445  0.18
O  1.49517  -1.29211  -0.49909  -0.43
S  1.91758  -0.07471  0.51212  0.16
O  1.62196  1.21560  -0.45397  -0.40
H  2.06114  -1.85407  -1.06216  0.33
H  0.79473  1.46436  -0.20042  0.34

Computed properties:
Structure (SMILES): C=N.OSO
Gap between HOMO and LUMO: 9.23 eV
Net charge: 0

b:
Below is an isolated molecule of CH5NO2S, with properties calculated with wB97M-V/def2-TZVPD.

Each line ends with the Mulliken charge.
Geometry (Å):
C  -0.02178  0.40211  -1.41443  -0.90
S  0.43819  0.00663  0.17710  0.77
O  0.51508  1.11507  1.08261  -0.62
N  -0.52654  -1.16302  0.71048  -0.38
O  -0.78711  -1.13364  2.07551  -0.35
H  -1.06898  0.80064  -1.37398  0.31
H  0.75039  1.13326  -1.64525  0.36
H  -0.09167  -0.49127  -1.89491  0.39
H  1.69880  -0.38882  -0.09636  0.12
H  -0.90637  -0.28095  2.37924  0.30

Computed properties:
Structure (SMILES): C[S@@H](=O)=NO
Gap between HOMO and LUMO: 8.94 eV
Net charge: 0

Which one sits at the top of the stability order? a does.

a:
Below is a cluster of 2 separate species, C3H3BrO2 in total, with properties calculated with wB97M-V/def2-TZVPD.

Each line ends with the Mulliken charge.
Geometry (Å):
C  -1.78729  2.06753  -0.12726  -0.26
C  -1.13276  1.12652  0.22644  -0.61
C  0.88790  -0.70299  -0.08172  0.51
O  0.71928  -1.19752  -1.29772  -0.34
O  0.56342  -1.51053  0.93524  -0.40
Br  2.41795  0.40818  0.09660  0.00
H  -2.46544  2.86704  -0.27403  0.37
H  0.16273  -1.99320  -1.27086  0.33
H  0.63422  -1.06504  1.79331  0.40

Computed properties:
Gap between HOMO and LUMO: 7.28 eV
Net charge: 0

b:
Below is a cluster of 2 separate species, C3H3BrO2 in total, with properties calculated with wB97M-V/def2-TZVPD.

Each line ends with the Mulliken charge.
Geometry (Å):
C  -1.18434  -1.07106  0.52362  -0.74
C  -0.88371  0.15316  -0.12665  0.09
C  1.75630  0.94619  -0.55470  0.44
O  1.75540  2.09353  -0.45603  -0.30
O  -0.31228  0.25131  -1.23319  -0.50
Br  2.83029  -0.45881  -0.00838  -0.04
H  -1.75139  -1.06030  1.43452  0.28
H  -1.03987  -1.93190  0.05712  0.38
H  -1.17039  1.07787  0.36368  0.39

Computed properties:
Gap between HOMO and LUMO (alpha / beta): 6.28 / 9.04 eV
Net charge: 0

c:
Below is a cluster of 2 separate species, C3H3BrO2 in total, with properties calculated with wB97M-V/def2-TZVPD.

Each line ends with the Mulliken charge.
Geometry (Å):
C  0.79915  -0.03510  -1.55163  -0.62
C  0.00164  -0.08078  -0.29872  0.22
C  -1.95242  -0.03252  3.28592  0.14
O  -2.88998  0.57985  3.41650  -0.14
O  -0.84909  0.65924  0.15203  -0.43
Br  2.80635  0.01576  -0.93904  -0.12
H  0.92694  -0.93757  -2.15475  0.30
H  0.85047  0.80509  -2.17860  0.36
H  0.30693  -0.97397  0.26830  0.29

Computed properties:
Gap between HOMO and LUMO: 10.04 eV
Net charge: 0

Which one sits at the top of the stability order? c does.